No. 1
C30H25CaN4O6 | ωB97M-V with the def2-TZVPD basis set

```
! RIJCOSX wB97M-V def2-TZVPD def2/J DEFGRID3
* xyz -1 1
Ca -0.238 0.923 -0.328
C -4.211 2.634 -2.216
C -4.470 1.505 -1.262
C -5.601 0.709 -1.412
C -5.856 -0.349 -0.554
C -4.964 -0.621 0.471
C -3.821 0.150 0.645
C -2.859 -0.176 1.756
C -3.573 1.226 -0.221
N -2.372 1.961 -0.061
C -2.493 3.257 0.257
O -3.519 3.917 0.442
C -1.159 3.978 0.418
C -1.098 5.331 0.717
C 0.153 5.910 0.888
C 1.298 5.131 0.777
C 1.150 3.787 0.479
N -0.054 3.250 0.298
C 2.350 2.846 0.390
O 3.466 3.310 0.641
N 1.999 1.602 0.062
C 2.981 0.588 -0.028
C 2.858 -0.527 0.817
C 1.776 -0.581 1.866
C 3.738 -1.594 0.682
C 4.738 -1.572 -0.277
C 4.849 -0.472 -1.111
C 3.983 0.610 -1.006
C 4.097 1.766 -1.956
H -4.870 2.566 -3.083
H -3.176 2.621 -2.566
H -4.370 3.594 -1.721
H -6.288 0.924 -2.223
H -6.743 -0.956 -0.682
H -5.154 -1.444 1.151
H -3.320 -0.856 2.473
H -2.541 0.724 2.287
H -1.969 -0.683 1.370
H -2.022 5.881 0.816
H 0.235 6.965 1.121
H 2.295 5.522 0.921
H 1.644 0.387 2.352
H 2.023 -1.317 2.631
H 0.813 -0.897 1.442
H 3.634 -2.449 1.341
H 5.418 -2.408 -0.380
H 5.616 -0.454 -1.877
H 4.737 1.505 -2.800
H 4.500 2.645 -1.451
H 3.114 2.047 -2.342
O 0.928 -1.779 -2.373
C 0.319 -2.019 -1.338
O -0.499 -1.229 -0.739
C 0.557 -3.351 -0.648
C 1.667 -4.105 -1.010
C 1.941 -5.300 -0.368
C 1.078 -5.722 0.631
C -0.039 -4.995 1.008
C -0.289 -3.796 0.362
N 1.363 -6.990 1.320
O 0.600 -7.346 2.198
O 2.355 -7.610 0.985
H 2.312 -3.727 -1.791
H 2.804 -5.898 -0.619
H -0.681 -5.367 1.792
H -1.138 -3.183 0.637
*
```

## Properties
relative energy (zero: lowest compared OMol25 entry of this formula, charge and spin): 0.000 eV
frontier orbital gap: 7.223 eV
HOMO: -5.726 eV
LUMO: 0.055 Eh



No. 2
C28H77N7O7 | ωB97M-V with the def2-TZVPD basis set

```
! RIJCOSX wB97M-V def2-TZVPD def2/J DEFGRID3
* xyz 0 1
C 2.782 0.362 11.195
C 3.625 1.561 11.284
C 4.891 1.185 10.595
O 5.895 2.199 10.766
C 6.871 2.109 9.712
N 2.959 2.565 10.471
H 1.742 0.479 11.500
H 3.116 -0.534 11.718
H 2.852 -0.045 10.186
H 3.736 1.955 12.294
H 4.699 0.867 9.571
H 5.445 0.382 11.080
H 6.538 2.145 8.675
H 7.411 1.169 9.826
H 7.488 2.996 9.852
H 2.578 3.096 11.241
H 3.695 3.131 10.073
C 9.470 9.994 11.742
C 9.384 8.930 10.638
C 8.749 9.418 9.404
O 8.408 8.283 8.563
C 7.696 8.658 7.368
N 10.749 8.427 10.465
H 10.028 9.717 12.637
H 8.524 10.455 12.023
H 10.048 10.843 11.378
H 8.764 8.101 10.981
H 9.464 10.037 8.861
H 7.834 9.938 9.689
H 7.671 7.691 6.867
H 8.146 9.480 6.811
H 6.743 8.999 7.775
H 10.772 7.740 9.725
H 11.379 9.141 10.127
C 5.030 4.792 8.821
C 3.817 5.416 8.089
C 4.272 5.988 6.747
O 4.713 7.382 6.963
C 5.049 8.028 5.756
N 2.989 4.232 7.711
H 5.555 4.039 8.234
H 4.727 4.475 9.819
H 5.758 5.588 8.977
H 3.358 6.224 8.658
H 3.341 6.127 6.196
H 4.944 5.419 6.105
H 5.426 9.050 5.778
H 4.061 8.246 5.349
H 5.614 7.336 5.131
H 2.256 4.602 7.123
H 2.646 3.816 8.566
C 11.725 5.820 8.578
C 10.434 4.963 8.684
C 9.874 4.473 7.335
O 8.661 3.777 7.429
C 8.078 3.492 6.146
N 10.775 3.827 9.467
H 11.736 6.749 8.008
H 12.574 5.293 8.144
H 12.015 6.063 9.600
H 9.694 5.475 9.300
H 10.646 3.890 6.833
H 9.746 5.342 6.689
H 7.134 2.963 6.280
H 8.751 2.923 5.505
H 7.834 4.433 5.653
H 9.974 3.489 9.980
H 11.240 3.099 8.944
C 15.683 0.412 10.279
C 14.599 1.521 10.657
C 13.114 1.055 10.655
O 12.611 0.623 9.399
C 11.314 0.109 9.510
N 15.072 2.012 11.909
H 15.571 0.179 9.220
H 15.481 -0.472 10.883
H 16.706 0.752 10.441
H 14.852 2.296 9.934
H 12.560 1.945 10.952
H 12.874 0.336 11.438
H 11.297 -0.869 9.992
H 10.849 -0.056 8.538
H 10.687 0.745 10.134
H 14.546 2.385 12.686
H 15.911 2.560 11.787
C 12.616 5.218 12.268
C 11.160 5.306 12.844
C 11.033 4.428 14.062
O 11.720 3.162 13.916
C 10.849 2.147 13.360
N 10.937 6.667 13.179
H 12.768 6.053 11.583
H 12.817 4.324 11.678
H 13.409 5.221 13.015
H 10.514 4.973 12.031
H 9.965 4.350 14.265
H 11.344 4.937 14.974
H 9.791 2.299 13.574
H 11.044 1.097 13.580
H 11.087 2.324 12.311
H 10.826 7.287 12.390
H 10.135 6.734 13.789
C 7.746 6.532 3.334
C 8.967 6.304 2.361
C 8.854 4.971 1.561
O 9.792 5.004 0.481
C 9.911 3.618 0.069
N 9.019 7.333 1.347
H 6.812 6.557 2.773
H 7.744 7.538 3.755
H 7.708 5.805 4.144
H 9.908 6.336 2.910
H 7.900 4.719 1.098
H 9.082 4.168 2.261
H 9.048 3.184 -0.436
H 10.086 2.960 0.919
H 10.661 3.518 -0.716
H 8.067 7.531 1.073
H 9.416 6.882 0.534
*
```

## Properties
relative energy (zero: lowest compared OMol25 entry of this formula, charge and spin): 4.375 eV
frontier orbital gap: 8.836 eV
HOMO: -8.293 eV
LUMO: 0.020 Eh



No. 3
C28H52BN6O3RuSSi | ωB97M-V with the def2-TZVPD basis set

```
! RIJCOSX wB97M-V def2-TZVPD def2/J DEFGRID3
* xyz 0 2
Ru 0.276 -0.327 -0.209
C -1.836 1.664 -2.961
C -2.209 1.926 -1.547
C -3.268 2.702 -1.064
C -3.216 2.576 0.311
C -4.096 3.187 1.342
N -2.173 1.774 0.607
N -1.559 1.389 -0.523
B -1.750 1.201 1.965
N -0.280 1.599 2.222
N 0.722 1.190 1.431
C 1.858 1.731 1.863
C 3.141 1.428 1.171
C 1.572 2.537 2.969
C 0.204 2.427 3.166
C -0.635 3.093 4.197
N -1.890 -0.335 1.864
N -1.710 -0.971 0.699
C -2.118 -2.226 0.826
C -1.970 -3.155 -0.325
C -2.599 -2.412 2.126
C -2.429 -1.190 2.757
C -2.736 -0.819 4.162
H -2.737 1.606 -3.567
H -1.294 0.721 -3.022
H -1.200 2.458 -3.351
H -3.976 3.265 -1.637
H -4.839 3.821 0.866
H -3.507 3.792 2.030
H -4.602 2.415 1.918
H -2.436 1.607 2.834
H 2.918 0.830 0.275
H 3.805 0.858 1.819
H 3.656 2.341 0.876
H 2.253 3.130 3.546
H -0.011 3.716 4.834
H -1.146 2.355 4.813
H -1.394 3.716 3.727
H -1.490 -2.601 -1.143
H -2.932 -3.539 -0.662
H -1.327 -3.991 -0.055
H -3.004 -3.309 2.552
H -3.121 -1.683 4.696
H -3.478 -0.023 4.196
H -1.836 -0.461 4.663
C 1.226 -0.316 -2.284
H 1.413 0.718 -2.587
H 0.614 -0.814 -3.038
H 2.168 -0.855 -2.176
C 0.106 -5.023 2.943
C 0.137 -5.974 1.749
C 1.081 -7.147 2.014
C -1.265 -6.504 1.438
O 0.579 -5.283 0.589
Si 1.833 -4.302 0.304
S 1.319 -2.283 0.796
O 2.219 -4.368 -1.259
C 1.703 -5.056 -2.388
C 0.293 -4.556 -2.695
C 2.656 -4.714 -3.536
C 1.691 -6.560 -2.107
O 3.073 -4.747 1.241
C 4.444 -4.372 1.292
C 4.898 -4.628 2.732
C 4.617 -2.898 0.938
C 5.229 -5.243 0.306
H -0.361 -5.504 3.800
H -0.455 -4.129 2.681
H 1.120 -4.727 3.200
H 0.767 -7.686 2.903
H 2.088 -6.769 2.150
H 1.071 -7.828 1.165
H -1.622 -7.111 2.264
H -1.238 -7.113 0.537
H -1.956 -5.683 1.277
H 0.286 -3.467 -2.704
H -0.388 -4.904 -1.925
H -0.038 -4.925 -3.662
H 2.674 -3.636 -3.683
H 2.338 -5.192 -4.459
H 3.662 -5.046 -3.291
H 1.032 -6.755 -1.268
H 2.690 -6.902 -1.845
H 1.341 -7.111 -2.976
H 4.279 -4.047 3.411
H 5.936 -4.336 2.861
H 4.789 -5.681 2.981
H 4.044 -2.282 1.626
H 4.248 -2.723 -0.068
H 5.665 -2.618 0.988
H 5.128 -6.293 0.569
H 6.283 -4.973 0.318
H 4.831 -5.091 -0.693
*
```

## Properties
frontier orbital gap (spin up / spin down): 6.753 / 7.143 eV
HOMO (spin up / spin down): -7.787 / -7.800 eV
⟨S²⟩: 0.768
LUMO (spin up / spin down): -0.038 / -0.024 Eh



No. 4
C22H34BF3N6O2S3V | ωB97M-V with the def2-TZVPD basis set

```
! RIJCOSX wB97M-V def2-TZVPD def2/J DEFGRID3
* xyz 0 4
V -17.904 -3.871 -3.018
C -11.509 -3.435 -3.067
C -12.254 -3.758 -1.778
C -13.111 -2.506 -1.465
C -11.262 -4.126 -0.687
N -13.065 -5.002 -2.053
C -12.983 -5.773 -3.232
C -14.069 -6.535 -3.273
N -14.851 -6.292 -2.136
B -16.400 -6.236 -2.242
N -16.888 -7.133 -3.406
C -16.610 -8.493 -3.472
C -16.975 -8.946 -4.674
N -17.513 -7.884 -5.358
C -17.395 -6.764 -4.567
S -17.732 -5.119 -5.025
C -18.205 -7.983 -6.653
C -18.073 -9.434 -7.123
C -19.672 -7.643 -6.438
C -17.487 -7.074 -7.664
N -17.100 -6.609 -0.951
C -16.590 -7.594 -0.115
C -17.488 -7.729 0.878
N -18.553 -6.852 0.641
C -18.273 -6.163 -0.481
S -19.244 -5.003 -1.307
C -19.671 -6.733 1.630
C -19.112 -5.867 2.775
C -20.893 -6.031 1.018
C -20.044 -8.166 1.980
C -14.182 -5.363 -1.353
S -14.660 -4.864 0.166
H -10.846 -2.582 -2.898
H -12.189 -3.114 -3.845
H -10.910 -4.285 -3.407
H -12.427 -1.670 -1.579
H -13.549 -2.544 -0.475
H -13.901 -2.440 -2.229
H -10.675 -3.286 -0.317
H -10.534 -4.868 -1.059
H -11.796 -4.560 0.146
H -12.163 -5.713 -3.930
H -14.280 -7.247 -4.050
H -16.573 -5.004 -2.402
H -16.128 -8.979 -2.670
H -16.929 -9.914 -5.131
H -18.595 -10.096 -6.433
H -17.038 -9.749 -7.298
H -18.581 -9.523 -8.079
H -20.085 -8.332 -5.691
H -20.194 -7.754 -7.400
H -19.770 -6.634 -6.065
H -16.449 -7.425 -7.740
H -17.476 -6.019 -7.379
H -17.969 -7.207 -8.624
H -15.664 -8.134 -0.296
H -17.472 -8.326 1.754
H -18.757 -4.924 2.347
H -18.309 -6.349 3.316
H -19.930 -5.684 3.463
H -20.780 -4.931 0.922
H -21.731 -6.248 1.694
H -21.146 -6.453 0.044
H -19.299 -8.649 2.578
H -20.153 -8.772 1.070
H -21.007 -8.193 2.510
F -19.758 -1.639 -2.678
C -19.530 -2.649 -3.615
F -19.362 -1.943 -4.769
F -20.757 -3.225 -3.749
O -16.958 -2.271 -3.872
O -16.839 -2.263 -2.501
*
```

## Properties
relative energy (zero: lowest compared OMol25 entry of this formula, charge and spin): 0.000 eV
frontier orbital gap (spin up / spin down): 7.534 / 6.757 eV
HOMO (spin up / spin down): -7.456 / -7.460 eV
⟨S²⟩: 3.768
LUMO (spin up / spin down): 0.003 / -0.026 Eh